Version one
An isolated ion of composition C10H16N3 and charge +1, computed with ωB97M-V with the def2-TZVPD basis set.

Cartesian coordinates (Å):
C -4.63034 -0.49569 -0.63911
C -3.19215 -0.13314 -1.00853
C -2.29248 -1.39102 -1.12603
C -0.88826 -1.08786 -0.72049
C -0.31550 -1.53820 0.44751
C 0.96579 -1.14560 0.74491
N 1.63298 -0.35735 -0.08435
C 2.95847 0.16739 0.24703
C 2.85004 1.50505 0.97233
C 4.05434 1.91877 1.77455
N 1.76137 2.13612 0.85340
N 1.14389 0.08142 -1.22504
C -0.07360 -0.27270 -1.53211
H -4.93652 -1.43234 -1.10784
H -4.73335 -0.61509 0.44048
H -5.32098 0.28446 -0.95506
H -3.16926 0.42240 -1.94781
H -2.77753 0.53900 -0.25243
H -2.28354 -1.72341 -2.16605
H -2.69542 -2.18750 -0.50122
H -0.85471 -2.18235 1.12828
H 1.47133 -1.45090 1.65090
H 3.47943 0.29111 -0.70133
H 3.47322 -0.55970 0.87403
H 4.32854 2.94043 1.50902
H 4.91438 1.27327 1.60471
H 3.79473 1.88758 2.83366
H 1.77747 3.01899 1.36351
H -0.44234 0.10686 -2.47693

E_HOMO: -13.75 eV
SMILES string: [H]/N=C(\C)C[n+]1ccc(CCC)cn1
Multiplicity: 1
Charge: +1

Results of the natural (NBO) charge analysis, in e, for atoms 1 through 6: number 1, C, carries -0.608; number 2, C, carries -0.387; number 3, C, carries -0.449; number 4, C, carries 0.103; number 5, C, carries -0.203; number 6, C, carries 0.102

=====

Version two
An isolated ion of composition C10H16N3 and charge +1, computed with ωB97M-V with the def2-TZVPD basis set.

Cartesian coordinates (Å):
C -0.25424 0.63430 1.48222
C -3.77495 -1.57728 -0.00648
C -3.26627 -0.85812 -1.05086
C -2.60833 0.16922 0.88581
C 2.77855 -1.33207 -1.02572
C 3.07689 1.64637 0.14168
C 2.20036 -0.82013 0.28115
C -2.04139 1.11866 -1.35465
C 0.95175 1.01509 1.35947
C 1.86209 0.66855 0.22699
N -1.30029 -0.02060 1.41351
N -3.28821 -1.09124 1.12233
N -2.58000 0.23475 -0.58442
H -4.37330 -2.40895 -0.08877
H -3.31030 -1.08648 -2.05527
H -3.15691 0.92648 1.36484
H 3.70186 -0.85046 -1.31687
H 1.91660 -1.15803 -1.78739
H 2.86555 -2.42894 -0.91552
H 3.76334 1.59857 1.04752
H 3.78611 1.51349 -0.80494
H 2.66059 2.71932 0.13927
H 3.10899 -0.89650 1.01860
H 1.32889 -1.51511 0.57268
H -2.24041 0.89974 -2.36726
H -1.35128 1.87417 -1.14888
H 1.56714 1.53252 2.09950
H 1.40792 0.75641 -0.72768
H -3.43078 -1.26374 2.07913

E_HOMO (alpha / beta): -12.19 / -12.19 eV
SMILES string: C=[N+]1C=CN[C@H]1N=C=C[C@@H](C)CC
Multiplicity: 1
Charge: +1

Results of the natural (NBO) charge analysis, in e, for atoms 1 through 6: number 1, C, carries 0.472; number 2, C, carries 0.131; number 3, C, carries -0.188; number 4, C, carries 0.249; number 5, C, carries -0.602; number 6, C, carries -0.622

=====

Version three
An isolated ion of composition C10H16N3 and charge +1, computed with ωB97M-V with the def2-TZVPD basis set.

Cartesian coordinates (Å):
C 2.39439 1.29931 -0.48286
C -0.32849 -0.89092 -0.93357
C 2.49659 1.72043 0.94488
C 1.81278 0.73208 1.96787
C -0.67645 0.72258 1.40810
C -1.92649 0.02735 0.76355
C -2.55088 -0.93906 -1.40170
C -1.75008 -1.58092 -2.59544
C 1.07695 -0.60684 -0.05334
C 0.69904 -0.10459 1.37946
N 1.80370 0.25631 -0.90337
N -1.53714 -0.67255 -0.43778
N -0.38119 -1.44359 -2.11115
H 2.84969 1.76319 -1.33251
H 3.46908 2.07167 1.30904
H 1.99701 2.80660 1.13019
H 2.58421 -0.06874 2.27263
H 1.48254 1.31406 2.92964
H -0.34150 1.59252 0.92809
H -0.99863 0.98065 2.33714
H -2.32536 -0.70871 1.47028
H -2.56306 0.98398 0.61456
H -2.98227 0.00508 -1.53158
H -3.26124 -1.53333 -1.04722
H -1.74882 -2.67640 -2.70394
H -1.70369 -1.14367 -3.53303
H 1.60716 -1.53136 0.24877
H 0.34685 -0.89928 1.97582
H 0.45528 -1.47583 -2.61252

E_HOMO: -13.10 eV
SMILES string: C1=N[C@@H]2C3=[NH+]CCN3CC[C@@H]2CC1
Multiplicity: 1
Charge: +1

Results of the natural (NBO) charge analysis, in e, for atoms 1 through 6: number 1, C, carries 0.168; number 2, C, carries 0.588; number 3, C, carries -0.517; number 4, C, carries -0.410; number 5, C, carries -0.392; number 6, C, carries -0.232

=====

It is version two that is the least stable of them.

=====

Version one
C3H4OS2 as an isolated structure, computed with ωB97M-V with the def2-TZVPD basis set.

Cartesian coordinates (Å):
C 0.04851 -0.39907 1.28396
C 0.24726 0.69745 0.26975
C -0.32965 -0.20608 -0.71897
O -0.54740 -1.25773 0.32959
S -1.42130 1.17234 -0.30225
S -0.00478 -0.77493 -2.33709
H 0.85024 -0.95901 1.84957
H -0.66949 -0.12599 2.21104
H 1.11903 1.41742 0.14027
H 0.70758 0.43560 -2.72586

E_HOMO: -9.04 eV
Multiplicity: 1

Results of the natural (NBO) charge analysis, in e, for atoms 1 through 6: number 1, C, carries -0.090; number 2, C, carries -0.365; number 3, C, carries -0.034; number 4, O, carries -0.512; number 5, S, carries 0.131; number 6, S, carries 0.073

=====

Version two
C3H4OS2 in the gas phase, computed with ωB97M-V with the def2-TZVPD basis set.

Cartesian coordinates (Å):
C 1.05469 -0.43298 0.09131
C -0.61285 -0.79767 -0.00266
C -1.55854 0.31901 0.10658
O 2.57907 1.57658 -0.65765
S 2.45856 -1.41254 -0.01672
S 2.32793 0.70029 0.46870
H -0.80479 -1.77784 -0.37578
H -1.12194 1.15451 0.65227
H -2.46551 -0.00970 0.61900
H -1.85661 0.68035 -0.88505

E_HOMO (alpha / beta): -8.02 / -8.38 eV
Multiplicity: 1

Results of the natural (NBO) charge analysis, in e, for atoms 1 through 6: number 1, C, carries -0.535; number 2, C, carries -0.088; number 3, C, carries -0.685; number 4, O, carries -0.887; number 5, S, carries 0.088; number 6, S, carries 1.219

=====

It is version two that is the least stable of them.